DFT (wB97M-V/def2-TZVPD) results for C30H30BrClCuN2O2 as an isolated structure.

Geometry as XYZ:
```
67
Properties=species:S:1:pos:R:3:lowdin_charge:R:1
Cu 3.223 0.845 -1.083 0.37
Cl 8.114 1.136 4.077 0.63
C 7.160 1.206 2.617 -0.68
C 7.768 1.590 1.412 -0.10
C 7.038 1.644 0.259 0.00
C 5.650 1.327 0.220 -0.35
O 5.053 1.361 -0.919 -0.12
C 5.045 0.957 1.462 -0.12
C 3.654 0.644 1.673 -0.06
N 2.670 0.732 0.839 0.06
C 1.351 0.436 1.309 -0.16
C 1.032 0.642 2.651 -0.02
C -0.204 0.287 3.158 -0.06
C -1.143 -0.289 2.324 -0.03
C -0.875 -0.442 0.971 -0.11
C -1.916 -1.050 0.084 -0.09
C -1.899 -0.926 -2.083 -0.05
C -0.436 -1.029 -1.791 -0.09
N 1.810 -0.233 -1.621 -0.13
C 0.353 -0.035 0.436 -0.01
C 5.835 0.892 2.635 -0.08
H 8.822 1.839 1.404 0.11
H 7.496 1.927 -0.680 0.12
H 3.442 0.292 2.683 0.12
H 1.752 1.114 3.304 0.11
H -0.427 0.459 4.203 0.11
H -2.106 -0.603 2.710 0.12
H -2.670 -1.544 0.695 0.14
H -2.271 -1.106 -3.083 0.15
H 0.101 -1.522 -2.589 0.14
H 5.369 0.597 3.567 0.11
C -4.874 1.456 -0.145 -0.06
C -3.640 2.253 -0.573 -0.55
C -4.041 3.174 -1.733 -0.04
C -3.203 3.111 0.626 -0.04
C -2.475 1.349 -0.989 -0.08
C -1.284 1.970 -1.336 -0.11
C -0.016 1.439 -1.498 -0.49
Br 1.326 2.753 -1.789 0.90
C 0.414 0.039 -1.100 -0.32
O 2.198 -1.370 -1.396 0.01
C -1.363 -1.920 -1.048 -0.24
C -2.614 -0.134 -1.006 -0.13
C -1.313 -3.431 -1.023 -0.53
C -0.728 -3.973 -2.325 -0.04
C -0.436 -3.864 0.154 -0.02
C -2.732 -3.979 -0.848 -0.04
H -5.639 2.148 0.213 0.09
H -4.651 0.763 0.670 0.09
H -5.311 0.886 -0.966 0.09
H -4.878 3.808 -1.430 0.09
H -4.351 2.599 -2.607 0.09
H -3.224 3.829 -2.035 0.08
H -4.026 3.755 0.945 0.09
H -2.355 3.750 0.380 0.08
H -2.910 2.485 1.472 0.09
H -1.327 3.047 -1.440 0.08
H -3.663 -0.416 -0.997 0.13
H 0.323 -3.701 -2.437 0.08
H -1.276 -3.604 -3.196 0.09
H -0.793 -5.063 -2.336 0.09
H 0.573 -3.457 0.057 0.09
H -0.367 -4.953 0.199 0.09
H -0.849 -3.518 1.105 0.09
H -3.374 -3.680 -1.680 0.09
H -3.191 -3.628 0.079 0.08
H -2.720 -5.070 -0.809 0.09
```

Results
calculated total energy = -165873.3199 eV
<S²> = 0.78
2S+1 = 2
HOMO level (spin up / spin down) = -7.404 / -7.554 eV